Model w:
Formula: C21H41Li3O12P
Source: OMol25
Level of theory: wB97M-V/def2-TZVPD

Last column: Löwdin charge in e.
Geometry (Å):
Li (10.300, -25.335, -24.946)  0.497
Li (9.654, -25.073, -22.522)  0.414
Li (8.129, -25.201, -24.517)  0.368
P (9.389, -23.980, -24.040)  0.215
O (9.074, -24.513, -25.493)  -0.469
O (10.686, -24.744, -23.610)  -0.408
O (8.278, -24.622, -23.099)  -0.341
O (9.785, -22.439, -23.784)  -0.400
O (10.176, -27.965, -23.761)  0.024
C (9.522, -26.878, -23.818)  -0.705
O (9.413, -26.361, -22.663)  -0.153
O (9.179, -26.356, -24.859)  -0.164
H (10.186, -27.628, -22.863)  0.070
C (9.265, -29.785, -25.599)  -0.088
C (8.943, -30.523, -26.963)  -0.130
C (8.734, -29.292, -27.853)  -0.182
O (8.045, -28.342, -27.042)  -0.203
C (8.180, -28.629, -25.656)  -0.187
H (10.290, -29.421, -25.531)  0.113
H (9.009, -30.387, -24.727)  0.098
H (8.074, -31.181, -26.950)  0.109
H (9.849, -31.059, -27.247)  0.100
H (8.173, -29.628, -28.725)  0.112
H (9.603, -28.842, -28.333)  0.121
H (7.231, -28.995, -25.265)  0.156
H (8.446, -27.669, -25.214)  0.071
C (12.679, -28.247, -23.261)  -0.159
C (12.185, -26.819, -23.162)  -0.172
C (13.369, -25.971, -22.831)  -0.145
O (14.416, -26.912, -22.451)  -0.144
C (13.825, -28.267, -22.368)  -0.191
H (13.104, -28.472, -24.239)  0.127
H (11.926, -29.033, -23.203)  0.112
H (11.438, -26.663, -22.383)  0.127
H (11.718, -26.447, -24.074)  0.105
H (13.210, -25.311, -21.978)  0.127
H (13.696, -25.360, -23.672)  0.125
H (13.546, -28.380, -21.320)  0.117
H (14.575, -29.020, -22.608)  0.117
C (8.229, -27.343, -20.019)  -0.181
C (8.240, -27.018, -18.514)  -0.122
C (9.095, -25.720, -18.507)  -0.173
O (9.421, -25.386, -19.891)  -0.115
C (8.458, -26.059, -20.742)  -0.176
H (7.335, -27.884, -20.329)  0.110
H (8.998, -28.051, -20.329)  0.077
H (8.833, -27.791, -18.026)  0.091
H (7.233, -26.966, -18.100)  0.104
H (9.954, -25.810, -17.843)  0.104
H (8.522, -24.862, -18.155)  0.105
H (8.799, -26.152, -21.774)  -0.113
H (7.552, -25.469, -20.876)  0.137
C (9.463, -30.084, -21.633)  -0.107
C (8.502, -30.344, -20.440)  -0.134
C (7.237, -29.964, -21.159)  -0.247
O (7.532, -28.813, -21.847)  -0.141
C (8.902, -28.816, -22.230)  -0.222
H (9.358, -30.893, -22.357)  0.108
H (10.522, -30.019, -21.385)  0.117
H (8.750, -29.735, -19.571)  0.100
H (8.414, -31.375, -20.099)  0.112
H (6.384, -29.795, -20.502)  0.128
H (6.923, -30.741, -21.856)  0.122
H (9.363, -28.030, -21.632)  0.104
H (9.003, -28.735, -23.312)  0.089
C (7.326, -26.145, -27.708)  -0.108
C (7.031, -24.662, -27.918)  -0.127
C (7.308, -24.149, -26.513)  -0.203
O (7.260, -25.240, -25.600)  -0.157
C (7.933, -26.270, -26.290)  -0.257
H (8.024, -26.625, -28.394)  0.108
H (6.368, -26.663, -27.651)  0.116
H (6.020, -24.437, -28.258)  0.101
H (7.803, -24.230, -28.555)  0.106
H (6.490, -23.507, -26.186)  0.130
H (8.208, -23.539, -26.426)  0.119
H (7.676, -27.262, -25.919)  0.051
H (8.993, -26.175, -26.050)  0.059

Computed properties:
- Orbital gap: 0.2608 Ha
- E_HOMO: -4.90 eV
- Charge: -1
- E_LUMO: 2.20 eV

Model x:
Formula: C21H41Li3O12P
Source: OMol25
Level of theory: wB97M-V/def2-TZVPD

Last column: Löwdin charge in e.
Geometry (Å):
Li (20.315, 26.677, 23.833)  0.593
Li (22.546, 28.589, 25.422)  0.698
Li (19.361, 28.432, 25.807)  0.618
P (21.055, 26.615, 26.060)  -0.156
O (21.088, 28.088, 26.573)  -0.574
O (19.631, 26.470, 25.536)  -0.504
O (21.495, 25.694, 27.195)  -0.426
O (21.975, 26.687, 24.777)  -0.538
O (20.859, 30.253, 22.255)  0.058
C (20.938, 29.731, 23.517)  -0.771
O (21.947, 30.107, 24.193)  -0.094
O (20.047, 28.942, 23.902)  -0.087
H (21.744, 30.665, 22.236)  0.083
C (21.045, 26.541, 19.550)  -0.152
C (22.357, 25.928, 19.988)  -0.173
C (22.169, 25.586, 21.474)  -0.168
O (21.194, 26.520, 21.926)  -0.201
C (20.619, 27.258, 20.851)  -0.169
H (20.286, 25.853, 19.182)  0.096
H (21.255, 27.321, 18.815)  0.107
H (23.165, 26.655, 19.864)  0.110
H (22.739, 25.074, 19.420)  0.108
H (23.123, 25.829, 21.939)  0.125
H (21.843, 24.559, 21.625)  0.116
H (21.041, 28.262, 20.879)  0.110
H (19.531, 27.269, 20.911)  0.109
C (18.600, 33.890, 26.345)  -0.191
C (19.422, 33.666, 25.138)  -0.171
C (20.534, 32.743, 25.712)  -0.174
O (20.763, 33.282, 27.003)  -0.135
C (19.644, 34.049, 27.462)  -0.193
H (18.048, 32.976, 26.603)  0.086
H (17.911, 34.734, 26.421)  0.114
H (19.820, 34.603, 24.736)  0.115
H (18.983, 33.164, 24.271)  0.112
H (21.398, 32.761, 25.055)  0.111
H (20.120, 31.735, 25.789)  0.120
H (19.968, 35.105, 27.467)  0.109
H (19.455, 33.880, 28.523)  0.115
C (17.642, 25.146, 20.896)  -0.160
C (16.911, 26.236, 21.664)  -0.153
C (17.560, 26.276, 23.065)  -0.161
O (18.818, 25.600, 22.922)  -0.192
C (18.642, 24.616, 21.926)  -0.189
H (18.193, 25.535, 20.037)  0.085
H (17.011, 24.359, 20.483)  0.106
H (15.832, 26.082, 21.660)  0.105
H (17.089, 27.183, 21.149)  0.102
H (16.917, 25.738, 23.764)  0.129
H (17.716, 27.292, 23.412)  0.097
H (18.244, 23.683, 22.349)  0.125
H (19.634, 24.348, 21.564)  0.110
C (24.543, 34.270, 21.014)  -0.176
C (23.976, 33.171, 21.904)  -0.178
C (22.482, 33.248, 21.589)  -0.200
O (22.211, 34.640, 21.430)  -0.119
C (23.415, 35.302, 21.037)  -0.210
H (24.578, 33.846, 20.002)  0.107
H (25.559, 34.597, 21.218)  0.108
H (24.238, 33.340, 22.954)  0.116
H (24.460, 32.209, 21.717)  0.114
H (21.971, 32.842, 22.460)  0.103
H (22.314, 32.617, 20.714)  0.122
H (23.694, 36.102, 21.729)  0.113
H (23.270, 35.744, 20.049)  0.110
C (16.099, 30.800, 25.384)  -0.149
C (15.905, 30.728, 26.865)  -0.194
C (17.217, 30.207, 27.350)  -0.185
O (17.673, 29.319, 26.318)  -0.187
C (16.867, 29.477, 25.136)  -0.171
H (16.711, 31.659, 25.101)  0.104
H (15.203, 30.848, 24.761)  0.114
H (15.095, 30.042, 27.127)  0.119
H (15.712, 31.638, 27.445)  0.119
H (17.008, 29.628, 28.255)  0.129
H (17.995, 30.933, 27.583)  0.118
H (16.296, 28.560, 24.973)  0.123
H (17.503, 29.614, 24.257)  0.109

Computed properties:
- Orbital gap: 0.2035 Ha
- E_HOMO: -3.27 eV
- Charge: -1
- E_LUMO: 2.26 eV

Energies relative to the minimum, kcal/mol: model w 771.1; model x 0.0

Model w:
Formula: CH2O4S
Source: OMol25
Level of theory: wB97M-V/def2-TZVPD

Last column: Löwdin charge in e.
Geometry (Å):
C (1.296, -0.609, 0.358)  -0.272
O (-1.137, 1.633, -0.099)  -0.331
O (-1.773, -0.684, -0.874)  -0.418
O (-0.033, -0.504, 0.970)  -0.333
O (1.528, -0.017, -0.615)  0.110
S (-1.519, 0.022, 0.372)  0.977
H (2.057, -1.291, 0.751)  0.151
H (-0.419, 1.451, -0.862)  0.116

Computed properties:
- Orbital gap: 0.4175 Ha
- E_HOMO: -10.89 eV
- E_LUMO: 0.47 eV

Model x:
Formula: CH2O4S
Source: OMol25
Level of theory: wB97M-V/def2-TZVPD

Last column: Löwdin charge in e.
Geometry (Å):
C (1.249, 0.808, -0.078)  -0.413
O (-1.083, -1.602, -0.452)  -0.288
O (-1.638, 0.386, 1.068)  -0.388
O (0.089, 0.962, -0.731)  -0.248
O (1.395, -0.185, 0.530)  0.077
S (-1.393, 0.035, -0.297)  1.029
H (1.910, 1.656, -0.258)  0.146
H (-0.528, -2.059, 0.217)  0.086

Computed properties:
- Orbital gap: 0.4244 Ha
- E_HOMO: -10.91 eV
- E_LUMO: 0.63 eV

Energies relative to the minimum, kcal/mol: model w 7.3; model x 0.0